[1]
Computed, not measured: C38H53N8P2ReS as an isolated structure, with the ωB97M-V functional and the def2-TZVPD basis.

Structure (XYZ):
```
103
Properties=species:S:1:pos:R:3:forces:R:3
Re -0.5803 0.1581 0.3817 0.4 0.2 -0.4
C -0.4986 2.6574 -3.2027 0.0 0.0 0.0
C 0.6534 2.7580 -2.1982 0.0 0.0 -0.1
C 1.8858 3.3572 -2.9011 -0.1 0.0 0.0
P 1.0410 1.2420 -1.2292 0.0 0.0 0.1
C 2.0817 0.0303 -2.1905 0.0 0.0 -0.1
C 3.5771 0.1461 -1.8898 0.1 0.0 0.0
C 1.8720 0.0453 -3.7114 0.1 0.0 0.0
C 2.1364 1.8326 0.0986 0.1 0.2 -0.1
C 2.7798 3.0547 0.2588 0.0 0.0 0.0
C 3.5596 3.3140 1.3821 0.0 0.0 0.0
C 4.2736 4.6300 1.5479 0.0 0.0 0.0
C 3.6769 2.3099 2.3426 0.0 -0.1 0.0
C 3.0080 1.1015 2.2153 0.0 0.1 0.1
C 2.2161 0.8704 1.0963 -0.1 -0.3 0.0
N 1.3713 -0.2773 0.9435 0.1 -0.1 0.3
C 2.0021 -1.5438 0.9879 0.0 0.4 -0.1
C 3.3831 -1.7010 1.1227 0.1 -0.1 0.1
C 3.9445 -2.9658 1.1822 0.1 0.1 0.0
C 3.1743 -4.1223 1.1158 0.0 0.0 0.0
C 3.7853 -5.4959 1.2203 0.0 0.1 0.0
C 1.8092 -3.9555 0.9408 -0.1 0.0 0.0
C 1.2270 -2.6904 0.8460 0.0 -0.3 0.0
P -0.5249 -2.3773 0.6678 -0.1 -0.1 0.0
C -1.2172 -2.8458 2.3176 0.1 0.0 0.1
C -1.2661 -4.3462 2.6085 0.0 0.0 0.1
C -0.4223 -2.1495 3.4316 0.0 0.0 0.0
C -1.2878 -3.4602 -0.6055 -0.1 0.0 0.0
C -2.8097 -3.3078 -0.4872 0.0 0.0 0.0
C -0.8594 -4.9244 -0.7080 0.0 0.0 0.0
H -0.6901 3.6558 -3.6049 0.0 0.0 0.0
H -1.4211 2.2736 -2.7730 0.0 0.0 0.0
H -0.2354 2.0096 -4.0381 0.0 0.0 0.0
H 0.3445 3.4418 -1.3978 0.0 0.0 0.0
H 2.0028 2.9231 -3.8917 0.0 0.0 0.0
H 2.8228 3.2206 -2.3667 0.0 -0.1 0.0
H 1.7334 4.4299 -3.0378 0.0 0.0 0.0
H 1.7316 -0.9297 -1.7991 0.0 0.0 0.0
H 3.9784 1.1101 -2.2072 0.0 0.0 0.0
H 4.0991 -0.6297 -2.4543 0.0 0.0 0.0
H 3.8147 0.0095 -0.8373 0.0 0.0 -0.1
H 2.3906 0.8873 -4.1669 0.0 0.0 0.0
H 0.8311 0.0724 -4.0174 -0.1 0.0 0.1
H 2.3163 -0.8621 -4.1248 0.0 0.0 0.0
H 2.6798 3.8328 -0.4868 0.0 0.0 0.0
H 3.8950 5.3773 0.8513 0.0 0.0 0.0
H 5.3437 4.5197 1.3645 0.0 0.0 0.0
H 4.1579 5.0187 2.5602 0.0 0.0 0.0
H 4.2832 2.4871 3.2242 0.0 0.0 0.0
H 3.0688 0.3564 3.0002 0.0 0.0 0.0
H 4.0329 -0.8401 1.1795 0.0 -0.1 0.0
H 5.0205 -3.0519 1.2855 0.0 0.0 0.0
H 4.8724 -5.4402 1.2559 0.0 0.0 0.0
H 3.5100 -6.1188 0.3681 0.0 0.0 0.0
H 3.4510 -6.0100 2.1229 0.0 0.0 0.0
H 1.1885 -4.8378 0.8698 0.0 0.0 0.0
H -2.2381 -2.4684 2.3052 -0.1 0.0 0.0
H -0.2699 -4.7924 2.6143 0.0 0.0 0.0
H -1.8947 -4.8990 1.9163 0.0 0.0 0.0
H -1.6835 -4.4833 3.6084 0.0 0.0 0.0
H 0.5434 -2.6414 3.5666 0.0 0.0 0.0
H -0.9734 -2.2240 4.3720 0.0 0.0 0.0
H -0.2304 -1.0951 3.2341 0.0 0.0 0.0
H -0.9904 -2.9742 -1.5315 0.0 0.0 0.0
H -3.2100 -3.8884 0.3451 0.0 0.0 0.0
H -3.2811 -3.6692 -1.4024 0.0 0.0 0.0
H -3.1201 -2.2696 -0.3515 0.0 0.0 0.0
H -1.0630 -5.5074 0.1877 0.0 0.0 0.0
H 0.1945 -5.0240 -0.9593 0.0 0.0 0.0
H -1.4275 -5.3768 -1.5245 0.0 0.0 0.0
C -5.4259 0.6779 -3.9207 0.0 0.1 0.0
C -5.1420 -0.4236 -2.9109 0.1 0.0 0.0
N -3.7356 -0.8151 -2.8820 0.1 -0.1 -0.1
C -2.7899 -0.1939 -2.1514 -0.4 0.2 -0.1
S -1.1513 -0.6816 -2.3663 0.0 -0.1 0.0
N -3.2127 0.7851 -1.3727 0.5 -0.2 0.1
N -2.2510 1.3015 -0.5516 -0.3 -0.1 -0.1
C -2.4164 2.5317 -0.2035 0.2 0.2 0.2
C -3.5072 3.4089 -0.7195 0.0 0.0 0.0
C -1.4889 3.0401 0.8159 -0.1 -0.1 -0.1
C -1.5624 4.3334 1.3061 0.0 0.1 0.1
C -0.7597 4.6990 2.3736 -0.1 0.1 0.0
C 0.0665 3.7514 2.9504 0.0 -0.1 0.0
C 0.1151 2.4911 2.3903 -0.1 0.0 -0.1
N -0.6024 2.1582 1.3113 0.1 -0.1 -0.1
H -6.4966 0.8786 -3.9771 0.0 0.0 0.0
H -5.0842 0.3943 -4.9176 0.0 0.0 0.0
H -4.9170 1.6003 -3.6366 0.0 0.0 0.0
H -5.7230 -1.3182 -3.1341 0.0 0.0 0.0
H -5.4093 -0.1014 -1.9075 0.0 0.0 0.0
H -3.3873 -1.4248 -3.6041 -0.1 0.0 0.0
H -4.2379 2.8162 -1.2569 0.0 0.0 0.0
H -3.0976 4.1588 -1.4034 0.0 0.0 0.0
H -3.9994 3.9355 0.0984 0.0 0.0 0.0
H -2.2596 5.0336 0.8718 0.0 0.0 0.0
H -0.8071 5.7047 2.7701 0.0 0.0 0.0
H 0.6696 3.9719 3.8194 0.0 0.0 0.0
H 0.7414 1.7201 2.8064 0.0 0.0 0.0
N -3.8069 -1.1093 5.7095 0.0 0.0 0.0
C -3.6360 -0.4941 4.7492 0.2 0.1 -0.3
N -3.4681 0.2670 3.6702 -0.5 0.2 0.4
C -2.7295 0.0548 2.6955 0.3 -0.3 -0.2
N -2.0582 -0.0886 1.7347 -0.3 -0.1 0.3
```
Positions in Å, forces in eV/Å.

Summary:
multiplicity	4
HOMO-LUMO gap (spin up / spin down)	0.2397 / 0.2276	hartree
LUMO energy (spin up / spin down)	-3.24 / -4.06	eV
E_tot	-83725.963	eV
energy above the lowest of the compared OMol25 structures with the same formula, charge and spin	29.5	kcal per mole
expectation value of S²	3.78
total charge	+1



[2]
Computed, not measured: a 3-piece molecular cluster, C5H8O2 overall, with the ωB97M-V functional and the def2-TZVPD basis.

Structure (XYZ):
```
15
Properties=species:S:1:pos:R:3:forces:R:3
C 0.7488 0.2358 1.7624 0.0 -0.2 0.0
C 0.4993 -0.7795 0.8755 0.2 0.2 0.2
O -0.8207 -1.2401 0.7727 0.0 0.0 0.1
C -1.1235 -0.8015 -0.5284 -0.1 -0.1 -0.2
C -0.8886 0.6605 -0.8832 0.1 -0.1 -0.2
C 0.0601 -0.2552 -1.1842 -0.3 0.1 0.2
O 1.0175 -0.5740 -2.0810 0.0 0.2 -0.1
H 0.0988 1.4613 0.9775 -0.1 0.0 -0.1
H 0.0008 0.4525 2.5207 0.1 0.0 -0.1
H 1.7752 0.5067 1.9964 -0.1 -0.1 -0.1
H 1.2721 -1.4347 0.4802 -0.1 0.1 0.0
H -1.9324 -1.3748 -0.9845 0.1 0.1 0.1
H -0.4185 1.5370 0.2622 0.1 0.0 0.1
H -1.5099 1.3885 -1.3876 0.1 -0.1 0.1
H 1.2210 0.2173 -2.5986 0.0 -0.1 0.0
```
Positions in Å, forces in eV/Å.

Summary:
HOMO-LUMO gap	0.3295	hartree
LUMO energy	0.66	eV
E_tot	-9403.012	eV
energy above the lowest of the compared OMol25 structures with the same formula, charge and spin	157.3	kcal per mole